{
  "formula": "C34H57Br9NO12",
  "method": "ωB97M-V/def2-TZVPD",
  "elements": ["Br", "Br", "Br", "Br", "Br", "Br", "Br", "Br", "Br", "O", "O", "O", "O", "O", "O", "O", "O", "O", "O", "O", "O", "N", "C", "C", "C", "C", "C", "C", "C", "C", "C", "C", "C", "C", "C", "C", "C", "C", "C", "C", "C", "C", "C", "C", "C", "C", "C", "C", "C", "C", "C", "C", "C", "C", "C", "C", "H", "H", "H", "H", "H", "H", "H", "H", "H", "H", "H", "H", "H", "H", "H", "H", "H", "H", "H", "H", "H", "H", "H", "H", "H", "H", "H", "H", "H", "H", "H", "H", "H", "H", "H", "H", "H", "H", "H", "H", "H", "H", "H", "H", "H", "H", "H", "H", "H", "H", "H", "H", "H", "H", "H", "H", "H"],
  "xyz": [[-21.026, 9.556, 1.489], [-17.904, 15.188, 4.051], [-33.478, 20.069, -1.620], [-31.715, 18.402, -3.616], [-20.985, 6.815, 3.169], [-18.233, 8.675, 3.074], [-14.699, 14.247, 3.838], [-16.587, 14.513, 1.091], [-34.743, 18.442, -4.137], [-21.637, 15.398, -14.930], [-16.141, 22.143, -5.722], [-26.830, 33.480, -7.662], [-32.020, 25.432, -19.711], [-24.571, 33.074, -7.311], [-12.193, 21.651, -5.839], [-12.410, 15.991, -11.377], [-27.969, 7.992, 0.145], [-13.815, 14.567, -12.403], [-31.353, 24.095, -18.038], [-27.713, 8.300, -2.124], [-21.142, 14.799, -17.055], [-22.393, 17.783, -7.354], [-24.981, 21.433, -9.454], [-19.937, 16.671, -17.676], [-20.300, 8.677, 3.087], [-33.399, 18.442, -2.688], [-31.942, 24.355, -19.214], [-24.584, 30.761, -7.357], [-21.520, 17.243, -6.204], [-31.729, 21.968, -18.777], [-21.491, 18.095, -8.576], [-13.263, 14.333, -10.027], [-23.373, 16.571, -7.540], [-21.182, 15.702, -16.020], [-29.827, 7.513, -1.162], [-24.269, 19.417, -7.930], [-32.432, 22.931, -19.725], [-31.579, 22.771, -17.501], [-22.552, 15.268, -7.195], [-30.168, 7.599, 0.322], [-13.595, 21.613, -5.485], [-25.829, 32.755, -7.682], [-11.698, 16.286, -10.181], [-13.229, 14.935, -11.384], [-21.489, 15.727, -6.283], [-28.367, 7.981, -1.133], [-23.723, 31.986, -7.141], [-12.007, 14.959, -9.440], [-24.261, 20.973, -8.197], [-16.242, 15.115, 2.945], [-20.601, 17.087, -16.369], [-28.883, 7.445, 1.057], [-23.295, 18.981, -6.932], [-25.727, 31.316, -8.224], [-14.837, 22.186, -6.300], [-20.412, 15.276, -18.155], [-14.657, 23.240, -6.511], [-20.464, 15.480, -6.559], [-24.242, 16.689, -6.893], [-20.089, 17.447, -18.426], [-23.037, 14.365, -6.824], [-22.135, 14.918, -8.138], [-25.992, 21.131, -9.179], [-22.973, 32.083, -7.927], [-20.870, 17.325, -9.035], [-16.101, 16.186, 2.796], [-23.275, 21.438, -8.190], [-24.127, 29.899, -7.843], [-24.981, 22.523, -9.444], [-22.557, 19.768, -6.777], [-12.099, 17.167, -9.681], [-23.706, 18.542, -6.023], [-24.097, 18.840, -8.839], [-11.109, 14.363, -9.603], [-32.390, 22.674, -16.778], [-13.633, 21.994, -4.464], [-25.256, 19.053, -7.648], [-21.428, 17.797, -16.410], [-30.595, 22.475, -17.138], [-25.441, 31.391, -9.273], [-24.749, 21.392, -7.317], [-30.941, 6.860, 0.533], [-14.870, 21.950, -7.364], [-23.179, 31.827, -6.210], [-23.672, 16.426, -8.578], [-20.637, 9.304, 3.913], [-21.090, 15.178, -19.003], [-24.946, 30.433, -6.383], [-10.615, 16.397, -10.240], [-26.634, 30.761, -7.987], [-20.549, 17.733, -6.134], [-13.299, 13.244, -10.042], [-32.101, 22.853, -20.761], [-19.913, 17.271, -15.544], [-33.510, 22.889, -19.571], [-14.163, 14.692, -9.528], [-28.577, 6.437, 1.335], [-22.082, 17.639, -5.358], [-28.976, 8.041, 1.965], [-12.066, 15.045, -8.355], [-24.598, 20.986, -10.371], [-30.660, 8.528, 0.610], [-19.485, 14.702, -18.169], [-22.170, 18.466, -9.344], [-29.814, 6.446, -1.388], [-30.615, 8.012, -1.725], [-30.764, 21.724, -19.219], [-13.840, 20.595, -5.184], [-33.486, 17.621, -1.977], [-21.585, 15.221, -5.322], [-20.907, 18.986, -8.346], [-32.307, 21.076, -18.533], [-18.854, 16.655, -17.558]],
  "forces_ev_per_angstrom": [[0.46, -0.34, 0.59], [0.90, -0.51, -0.50], [-0.23, -0.32, -0.13], [0.40, -0.32, 0.28], [0.47, 1.23, 0.22], [-2.03, 0.04, 0.06], [-1.22, 0.60, -0.69], [0.20, -0.08, 1.12], [0.05, -0.20, 1.00], [0.60, 0.26, -1.85], [1.95, -0.69, -0.49], [3.24, -1.51, 0.17], [0.07, -0.02, -0.03], [-1.01, 2.40, 1.47], [-2.63, 0.25, -0.63], [0.60, 1.53, -2.10], [2.41, 0.69, -0.36], [1.15, 0.90, 2.01], [0.02, 1.22, 1.81], [-0.77, -0.62, 2.78], [-0.69, 0.19, 1.86], [0.25, -2.19, -1.02], [-0.66, -0.32, 1.52], [0.75, 2.06, -1.53], [0.86, -0.36, -0.92], [-0.02, 0.84, -0.59], [-0.63, -2.41, -0.19], [-0.64, -0.35, -0.67], [-1.16, 1.32, 0.87], [-0.98, -0.29, -0.33], [-1.66, 1.23, -0.01], [0.38, 0.37, 0.29], [0.88, -1.46, -0.42], [-1.34, -0.62, 2.18], [0.09, -0.32, 1.52], [-0.94, 0.63, -1.81], [0.35, 1.29, 0.32], [1.95, 0.14, -1.76], [-0.33, 0.50, -1.72], [-2.36, -0.71, -0.18], [2.31, -0.57, 0.99], [-2.28, 0.06, -0.88], [-1.57, -1.75, 1.59], [-1.10, -0.86, -2.25], [1.97, 0.24, 1.20], [-0.61, 0.78, -3.07], [1.33, -1.89, -1.40], [1.13, -0.16, 1.85], [0.49, -0.71, 0.52], [-0.59, 0.41, -0.21], [-0.26, -2.80, -0.25], [-0.76, 0.00, 0.47], [2.82, -1.02, 0.81], [-0.19, 0.16, 1.69], [-1.74, 1.25, 0.31], [0.64, 0.82, 1.30], [0.76, 1.00, 0.77], [-0.12, -0.38, -0.52], [0.18, 0.34, 0.00], [-0.10, -0.10, -0.23], [-0.80, 0.59, 0.17], [0.18, 0.11, -0.13], [-0.48, -0.02, -1.15], [0.23, -0.11, -0.02], [-0.25, -0.46, 0.84], [0.70, -0.42, 0.27], [0.46, -0.63, 0.13], [0.40, 0.22, 0.16], [0.13, -0.06, -0.47], [-0.15, 0.05, 0.68], [-0.21, 0.03, -0.27], [-0.13, 0.78, 0.22], [0.11, 0.33, -0.40], [-0.25, -0.55, -0.16], [0.05, 0.44, -0.12], [-0.58, 1.25, 0.26], [-0.28, 0.43, 0.12], [0.26, 0.05, -0.10], [-0.38, 0.18, 0.97], [-0.31, -0.26, -0.05], [-0.14, 0.27, -0.03], [0.20, -0.28, 0.39], [0.23, -1.59, -0.48], [-0.35, 1.17, 0.38], [-0.22, 0.78, 0.02], [0.24, -0.57, 0.05], [0.61, 0.32, -0.32], [-0.29, -0.09, -0.08], [-0.20, 0.07, -0.93], [-0.13, 0.20, -0.78], [-0.04, 0.02, -0.55], [0.13, 0.16, -0.10], [-0.54, -0.18, 0.00], [-0.07, 0.47, -0.25], [-0.07, 0.06, -0.52], [-0.05, 0.04, 0.09], [-0.08, -0.11, -0.21], [0.14, -0.46, 0.47], [0.75, 0.08, -0.01], [-0.03, 0.29, 0.01], [-0.19, 0.15, 0.06], [0.30, 0.33, -0.29], [-0.37, -0.50, -0.91], [-0.04, -0.31, -0.18], [0.02, -0.01, -0.50], [0.82, 0.17, -0.55], [0.03, -0.23, 0.37], [-0.49, -1.06, -0.81], [-0.18, -0.01, -0.56], [-0.16, 0.60, 0.34], [0.30, -0.30, 0.48], [0.14, -0.22, -0.51], [-0.03, -0.14, 0.13]],
  "relative_energy_kcal_mol": 0.0,
  "charge": -1,
  "mol_weight_g_mol": 1390.96,
  "orbital_gap_ev": 0.92
}


{
  "formula": "C9H13F3INO6",
  "method": "ωB97M-V/def2-TZVPD",
  "elements": ["I", "F", "F", "F", "O", "O", "O", "O", "O", "O", "N", "C", "C", "C", "C", "C", "C", "C", "C", "C", "H", "H", "H", "H", "H", "H", "H", "H", "H", "H", "H", "H", "H"],
  "xyz": [[-2.050, 0.485, -3.951], [-1.926, -3.127, -0.128], [-3.841, -2.365, -0.571], [-3.284, -2.608, 1.445], [-0.549, 1.286, -1.452], [-3.015, -0.086, -0.763], [-0.982, 3.737, 2.847], [0.393, -0.292, -2.687], [1.927, -0.428, -0.167], [-0.056, 2.822, 1.134], [-0.843, 3.864, 1.698], [-0.227, 0.740, -0.153], [-0.460, 0.431, -2.487], [-2.823, -2.242, 0.263], [4.089, -1.367, -0.587], [-0.900, 1.697, 0.858], [-0.778, -0.671, 0.144], [3.245, -0.494, 0.372], [1.274, 0.765, 0.187], [-2.318, -0.776, 0.245], [-3.220, 0.816, -0.494], [-0.407, -0.923, 1.146], [4.969, -0.845, -0.969], [-0.355, -1.440, -0.500], [-1.238, 1.186, 1.764], [-1.795, 2.118, 0.373], [1.389, 0.890, 1.277], [1.718, 1.659, -0.275], [4.348, -2.328, -0.142], [3.470, -1.591, -1.461], [3.706, 0.487, 0.515], [3.165, -1.057, 1.312], [-2.623, -0.342, 1.207]],
  "forces_ev_per_angstrom": [[0.07, 0.45, 0.38], [1.07, -0.59, 0.03], [-0.80, -0.10, -0.67], [0.13, -0.14, 1.30], [-0.82, -0.17, -0.04], [0.02, -0.11, -0.45], [0.10, -0.07, -0.33], [3.68, -3.29, -0.64], [0.00, 0.65, -0.38], [0.38, -0.76, -0.03], [-0.42, 0.61, 0.51], [0.24, -0.16, 1.73], [-2.98, 2.75, 0.11], [-0.57, 0.83, -0.94], [-0.47, 0.24, -0.26], [-0.68, 0.65, -0.96], [-0.38, -0.28, 0.08], [0.25, -1.46, -0.44], [0.21, -0.03, 0.17], [0.27, 0.78, 0.59], [0.10, -0.20, 0.05], [0.12, 0.03, -0.17], [0.07, -0.15, 0.25], [-0.04, 0.29, -0.25], [0.51, 0.05, 0.11], [0.03, -0.23, 0.05], [-0.29, 0.12, -0.14], [0.04, -0.23, -0.07], [0.23, 0.19, 0.02], [0.03, 0.06, 0.10], [-0.28, 0.01, 0.06], [0.15, 0.59, 0.22], [0.04, -0.33, 0.01]],
  "smiles": "CCOC[C@](CON=O)(C[C@@H](O)C(F)(F)F)OC(=O)I",
  "mol_weight_g_mol": 415.10,
  "orbital_gap_ev": 8.86
}


{
  "formula": "C6H20N2O2",
  "method": "ωB97M-V/def2-TZVPD",
  "elements": ["O", "O", "N", "N", "C", "C", "C", "C", "C", "C", "H", "H", "H", "H", "H", "H", "H", "H", "H", "H", "H", "H", "H", "H", "H", "H", "H", "H", "H", "H"],
  "xyz": [[3.299, 0.827, 1.202], [-2.292, 1.719, -2.025], [-1.262, 1.625, 1.315], [0.364, -0.026, -2.300], [-0.335, 0.488, 1.580], [-0.606, -0.073, 2.974], [1.250, -0.387, -1.211], [-0.251, -1.167, -2.987], [-0.577, -0.576, 0.499], [0.687, -1.284, -0.063], [-0.277, 0.665, -1.931], [-0.337, -1.131, 2.941], [0.644, 0.952, 1.573], [-1.650, 0.026, 3.285], [2.138, -0.891, -1.617], [-1.026, -0.034, -0.327], [-0.379, -2.016, -2.311], [0.355, -2.244, -0.434], [-2.294, 1.919, -1.073], [0.399, -1.427, -3.818], [1.433, -1.262, 0.724], [3.746, 0.172, 0.647], [-1.827, 1.927, 2.092], [-0.817, 2.423, 0.888], [-1.359, -1.245, 0.857], [-0.008, 0.342, 3.793], [2.791, 0.325, 1.843], [-2.141, 0.774, -2.087], [-1.256, -0.929, -3.341], [1.588, 0.508, -0.688]],
  "forces_ev_per_angstrom": [[0.19, -0.02, -0.19], [0.01, 0.38, 0.29], [-0.33, -0.15, -0.33], [0.13, 0.11, 0.55], [-1.20, 1.12, 0.40], [0.51, -0.52, 0.30], [0.45, -0.76, 0.44], [-0.01, 0.56, 0.67], [0.54, 0.30, -0.22], [-1.47, 1.63, -0.25], [-0.12, -0.14, -0.59], [-0.23, -0.09, 0.23], [0.58, -0.51, -0.34], [-0.02, -0.17, -0.31], [-0.03, 0.14, -0.02], [-0.20, -0.10, -0.08], [0.07, -0.19, -0.19], [0.61, -0.54, 0.27], [-0.02, -0.27, -0.22], [-0.17, -0.33, -0.19], [0.28, -0.87, 0.04], [-0.15, 0.16, 0.20], [0.19, -0.04, 0.19], [0.16, 0.04, 0.14], [0.11, -0.25, 0.06], [0.00, 0.33, -0.32], [0.04, -0.12, 0.06], [-0.22, -0.14, 0.08], [0.19, 0.16, -0.26], [0.10, 0.27, -0.41]],
  "relative_energy_kcal_mol": 31.9,
  "smiles": "CNCCC[C@H](C)N.O.O",
  "mol_weight_g_mol": 152.24,
  "orbital_gap_ev": 9.36
}


{
  "formula": "C22H27N3O2S2",
  "method": "ωB97M-V/def2-TZVPD",
  "elements": ["S", "S", "O", "O", "N", "N", "N", "C", "C", "C", "C", "C", "C", "C", "C", "C", "C", "C", "C", "C", "C", "C", "C", "C", "C", "C", "C", "C", "C", "H", "H", "H", "H", "H", "H", "H", "H", "H", "H", "H", "H", "H", "H", "H", "H", "H", "H", "H", "H", "H", "H", "H", "H", "H", "H", "H"],
  "xyz": [[-1.154, -1.700, 1.255], [0.250, 2.123, -1.244], [6.815, -0.969, -0.128], [-1.804, 3.212, 1.697], [0.615, 0.125, 0.907], [-3.673, -0.740, -0.704], [-1.530, 1.011, 1.255], [4.751, 0.249, 0.352], [1.283, -1.061, 0.818], [-1.731, -1.060, -2.228], [7.550, 0.230, -0.115], [3.391, 0.179, 0.581], [0.485, -2.157, 0.988], [4.804, -2.139, 0.092], [2.047, 3.653, -0.253], [5.475, -0.914, 0.107], [3.448, -2.201, 0.319], [-4.897, -1.420, -0.300], [-1.141, 2.339, 1.176], [2.716, -1.039, 0.571], [1.090, 3.472, 0.768], [0.068, 2.647, 0.397], [-4.613, -2.825, 0.223], [-0.645, -0.019, 1.109], [1.719, 2.996, -1.394], [-3.934, 1.285, 0.756], [-3.238, -1.173, -2.028], [-3.787, 0.710, -0.655], [-2.882, 0.761, 1.732], [5.377, -3.032, -0.104], [-3.758, -0.600, -2.816], [-1.210, -1.694, -1.517], [-3.009, -0.313, 1.862], [2.953, -3.159, 0.296], [-4.214, -3.470, -0.555], [-3.852, 2.371, 0.688], [5.235, 1.213, 0.369], [-3.886, -2.779, 1.030], [1.157, 3.911, 1.747], [-1.380, -0.040, -2.101], [-3.515, -2.221, -2.149], [-4.915, 1.058, 1.173], [7.495, 0.726, 0.860], [-1.473, -1.386, -3.233], [-5.622, -1.469, -1.131], [-5.531, -3.270, 0.599], [-2.875, 1.119, -1.096], [-3.008, 1.265, 2.696], [-5.360, -0.849, 0.505], [2.932, 4.253, -0.141], [7.208, 0.920, -0.893], [0.750, -3.193, 0.985], [-4.638, 1.067, -1.266], [2.249, 2.970, -2.326], [8.582, -0.054, -0.315], [2.831, 1.080, 0.776]],
  "forces_ev_per_angstrom": [[0.51, 0.45, -0.08], [0.18, 0.48, 0.34], [-0.20, -0.26, 0.00], [0.03, -0.08, 0.02], [0.12, 0.24, 0.25], [-0.08, 0.11, 0.01], [-0.50, 0.45, -0.07], [0.46, -0.01, -0.08], [-0.77, -0.78, 0.08], [-0.27, -0.05, -0.01], [0.10, 0.19, 0.00], [-0.25, -0.29, 0.03], [0.02, 0.29, 0.06], [0.21, 0.05, -0.02], [0.13, -0.01, -0.17], [-0.18, -0.04, 0.02], [0.00, 0.24, 0.03], [0.07, -0.17, 0.09], [0.02, 0.17, 0.21], [0.50, 0.18, -0.08], [-0.46, -0.24, 0.11], [0.32, 0.53, -0.73], [-0.14, 0.25, -0.10], [0.29, -1.45, 0.16], [-0.27, -0.20, -0.04], [0.15, -0.18, -0.14], [0.26, -0.04, -0.07], [-0.13, 0.11, 0.14], [-0.49, 0.27, 0.10], [0.06, -0.11, -0.03], [-0.07, -0.10, 0.06], [0.10, -0.03, 0.05], [0.02, 0.11, 0.08], [-0.05, -0.13, -0.01], [0.05, -0.11, -0.06], [-0.10, -0.03, 0.04], [0.08, 0.07, 0.00], [0.04, -0.03, 0.10], [-0.04, 0.09, 0.18], [0.06, 0.06, -0.01], [-0.06, 0.04, -0.05], [-0.03, 0.06, 0.02], [-0.01, -0.01, -0.04], [0.08, 0.01, -0.13], [0.00, 0.10, 0.07], [-0.08, -0.12, 0.03], [-0.07, 0.05, -0.07], [0.02, -0.18, -0.07], [-0.06, 0.02, -0.05], [0.15, 0.10, -0.02], [0.00, -0.02, 0.04], [0.12, -0.25, 0.00], [0.12, 0.00, -0.03], [0.15, 0.03, -0.18], [-0.06, 0.07, 0.02], [-0.05, 0.10, -0.01]],
  "relative_energy_kcal_mol": 1.9,
  "smiles": "CCN(CC)CCCN(C(=O)c1cccs1)c1nc(-c2ccc(OC)cc2)cs1",
  "mol_weight_g_mol": 429.61,
  "orbital_gap_ev": 8.19
}